[1]
{
  "formula": "C4H3FN3O2",
  "method": "ωB97M-V with the def2-TZVPD basis set",
  "symbols": ["C", "C", "C", "C", "N", "N", "N", "O", "O", "F", "H", "H", "H"],
  "positions_angstrom": [[-1.277, -1.611, -1.816], [-0.384, -0.209, -0.506], [1.649, 1.369, 1.855], [0.858, 1.725, 0.541], [-0.684, -0.475, -1.834], [-0.641, -1.176, 0.294], [-1.263, -2.114, -0.579], [0.961, 1.553, 2.846], [2.827, 1.045, 1.793], [1.561, 2.110, -0.513], [-1.870, -1.840, -2.694], [0.119, 2.513, 0.777], [-1.855, -2.890, -0.165]],
  "forces_ev_per_angstrom": [[-0.85, 0.11, -0.23], [2.35, 2.41, 0.38], [0.33, -0.75, -0.35], [-0.80, -0.55, -0.53], [0.71, 2.57, 0.10], [-1.40, -1.67, -0.06], [-1.14, -1.72, 1.89], [-1.61, 0.52, 1.05], [0.93, -0.20, -1.07], [0.28, -0.19, -0.20], [0.20, -1.14, 0.31], [-0.36, -0.92, -0.40], [1.36, 1.53, -0.89]],
  "homo_lumo_gap_ha": [0.29850, 0.29836],
  "total_charge": -1,
  "homo_energy_ev": [-4.8, -4.8],
  "e_tot_ha": -568.75710,
  "max_force_ev_per_a": 3.39
}


[2]
{
  "formula": "C4H3FO2S",
  "method": "ωB97M-V with the def2-TZVPD basis set",
  "symbols": ["O", "C", "O", "C", "C", "S", "C", "F", "H", "H", "H"],
  "positions_angstrom": [[-0.461, 1.940, 0.890], [0.091, 1.197, 0.115], [0.952, 1.614, -0.813], [-0.069, -0.294, 0.082], [-1.402, -0.876, 0.047], [-2.756, -0.036, -0.177], [0.953, -1.142, 0.123], [2.219, -0.793, 0.093], [1.018, 2.558, -0.647], [-1.342, -1.947, 0.114], [0.798, -2.221, 0.174]],
  "forces_ev_per_angstrom": [[0.41, -0.63, -0.47], [-0.35, 0.06, 0.65], [0.11, -0.12, -0.12], [-0.23, 0.45, 0.24], [0.26, 0.72, -0.18], [-0.14, -0.38, 0.04], [-0.25, -0.52, -0.13], [0.30, 0.15, 0.12], [0.21, 0.62, -0.19], [-0.50, -0.56, 0.09], [0.17, 0.21, -0.03]],
  "homo_lumo_gap_ha": 0.30055,
  "homo_energy_ev": -9.0,
  "e_tot_ha": -802.72136,
  "max_force_ev_per_a": 0.88
}


[3]
{
  "formula": "C4H3FS",
  "method": "ωB97M-V with the def2-TZVPD basis set",
  "symbols": ["C", "C", "C", "C", "F", "S", "H", "H", "H"],
  "positions_angstrom": [[-0.103, 0.233, 0.059], [-1.436, -0.188, -0.082], [0.396, 1.491, 0.189], [-2.618, 0.103, 0.435], [-3.865, -0.077, -0.055], [-0.275, 3.000, -0.157], [0.602, -0.504, 0.066], [-1.576, -1.043, -0.700], [1.349, 1.672, 0.457]],
  "forces_ev_per_angstrom": [[-0.97, 1.58, 0.69], [-1.33, -0.25, -0.59], [-2.78, 1.58, -0.93], [-1.45, 1.46, 0.08], [2.05, -0.30, 0.55], [-0.80, -0.49, 0.11], [1.79, -2.13, 0.04], [0.05, -0.99, -0.82], [3.44, -0.46, 0.89]],
  "homo_lumo_gap_ha": [0.28019, 0.24263],
  "homo_energy_ev": [-8.8, -8.8],
  "e_tot_ha": -652.07482,
  "max_force_ev_per_a": 3.58
}


[4]
{
  "formula": "C4H3FeO2",
  "method": "ωB97M-V with the def2-TZVPD basis set",
  "symbols": ["H", "O", "C", "C", "C", "C", "O", "Fe", "H", "H"],
  "positions_angstrom": [[-0.155, 2.282, 0.064], [2.320, -1.348, -0.775], [1.175, -1.231, -0.386], [-0.111, -1.400, -0.218], [-1.036, -0.326, -0.156], [-1.392, 0.828, -0.065], [-1.150, 2.079, 0.239], [-2.236, 3.265, 1.310], [2.970, -1.741, -0.145], [-0.386, -2.408, 0.133]],
  "forces_ev_per_angstrom": [[-1.76, -0.13, 0.13], [-0.75, -0.38, -0.16], [-0.63, -1.42, -0.33], [0.12, 0.03, 0.26], [0.37, 2.13, 0.20], [0.78, -3.52, -0.35], [1.63, 2.40, 0.09], [-0.67, 0.59, 0.30], [0.76, 0.51, 0.38], [0.14, -0.22, -0.53]],
  "homo_lumo_gap_ha": [0.24156, 0.19158],
  "s_squared": 6.0096,
  "spin_multiplicity": 5,
  "total_charge": 3,
  "homo_energy_ev": [-22.3, -22.2],
  "e_tot_ha": -1566.82523,
  "max_force_ev_per_a": 3.62
}